Entry 1:
{"formula": "C3H7NOS", "method": "ωB97M-V/def2-TZVPD", "gap_ev": 9.59, "e_above_lowest_kj_mol": 258.3, "symbols": ["C", "C", "C", "N", "O", "S", "H", "H", "H", "H", "H", "H", "H"], "coordinates": [[-0.33164, -1.13553, 0.07890], [-1.49203, -0.21832, -0.25998], [1.00269, -1.11345, 0.05369], [1.87033, 1.39809, 0.28408], [3.55075, -0.54072, 0.37525], [2.46700, -0.06258, -0.45118], [-0.72835, -2.07546, 0.45979], [-2.15480, -0.19248, 0.59956], [-2.05311, -0.64799, -1.08888], [-1.18680, 0.79206, -0.51287], [1.49029, -2.01930, 0.39644], [2.48358, 2.17625, 0.06870], [0.93747, 1.60691, -0.04531]], "atomic_forces_ev_per_a": [[-0.3, 0.1, 0.0], [1.1, -0.1, 0.0], [0.4, 0.2, -0.1], [0.3, -0.5, 0.1], [0.8, -0.3, 0.7], [-2.3, 0.6, -0.4], [0.2, -0.1, 0.0], [-0.1, 0.1, 0.1], [0.0, 0.0, -0.1], [-0.1, 0.1, -0.1], [0.1, -0.1, 0.0], [0.1, -0.1, -0.2], [-0.2, 0.0, 0.0]]}



Entry 2:
{"formula": "C3H7NOP", "method": "ωB97M-V/def2-TZVPD", "total_charge": 1, "gap_ev": [7.03, 7.34], "s2": 2.0102, "spin_multiplicity": 3, "e_above_lowest_kj_mol": 102.1, "symbols": ["C", "C", "C", "N", "O", "P", "H", "H", "H", "H", "H", "H", "H"], "coordinates": [[0.77544, 1.65443, 0.09516], [-0.44094, 0.78894, 0.30261], [-0.32281, -1.22629, -0.79325], [-0.63545, 1.86243, -0.49523], [0.50223, -2.82229, 1.16318], [-0.60332, -2.76800, 0.03301], [0.93682, 2.39379, 0.97603], [1.56120, 1.52968, -0.60575], [-0.99848, 0.46102, 1.12107], [0.58770, -1.16623, -1.20277], [-1.15392, -1.20393, -1.55265], [-1.29498, 2.59047, -0.44172], [1.08651, -2.09402, 1.40031]], "atomic_forces_ev_per_a": [[-2.6, 2.2, 2.3], [1.3, 0.8, -2.9], [-4.4, -0.2, 0.3], [2.4, -2.9, 0.8], [0.6, -0.5, 0.7], [-0.4, 0.0, 0.5], [0.2, -1.4, -1.7], [0.4, -0.5, -0.5], [-0.8, -0.5, 1.2], [3.6, 0.9, -1.6], [0.8, 0.8, 0.6], [-0.9, 1.1, 0.2], [-0.1, 0.1, -0.1]]}



Entry 3:
{"formula": "C23H13FeN4O2S3", "method": "ωB97M-V/def2-TZVPD", "gap_ev": [7.64, 5.66], "s2": 0.8476, "spin_multiplicity": 2, "symbols": ["Fe", "O", "S", "O", "N", "C", "C", "C", "C", "C", "C", "C", "C", "N", "C", "C", "C", "C", "C", "C", "C", "H", "H", "H", "H", "H", "H", "H", "H", "H", "H", "H", "S", "C", "C", "C", "C", "N", "C", "C", "C", "S", "C", "N", "H", "H"], "coordinates": [[0.48316, -0.43273, 0.42871], [2.07631, -2.91664, 2.71096], [1.26936, -3.10732, 1.53750], [0.78995, -4.42767, 1.23639], [0.09575, -2.00776, 1.45056], [-1.11568, -2.08375, 2.12798], [-1.53548, -3.00495, 3.04673], [-2.84325, -2.92606, 3.58368], [-3.71269, -1.94143, 3.21102], [-3.28740, -0.96164, 2.27925], [-4.09880, 0.09742, 1.81505], [-3.59244, 1.00959, 0.93161], [-2.25844, 0.87803, 0.50648], [-1.48546, -0.10290, 0.90512], [-1.98419, -1.03271, 1.77079], [2.17273, -2.46487, 0.15020], [2.97567, -1.34212, 0.35379], [3.65971, -0.79602, -0.73245], [3.53598, -1.37074, -1.98413], [2.73249, -2.49445, -2.17189], [2.04324, -3.04775, -1.10787], [-0.86972, -3.80497, 3.34421], [-3.15510, -3.67270, 4.30220], [-4.71378, -1.88844, 3.61843], [-5.12223, 0.16828, 2.16371], [-4.19048, 1.82867, 0.55901], [-1.81734, 1.59727, -0.17383], [3.11655, -0.96511, 1.35946], [4.29759, 0.06630, -0.58902], [4.07366, -0.94981, -2.82381], [2.64641, -2.93744, -3.15554], [1.42100, -3.92560, -1.22236], [1.32334, 1.62655, 0.77902], [0.97034, 2.41350, -0.67548], [1.08239, 3.82806, -0.75732], [0.75846, 4.49314, -1.90253], [0.78915, 5.93368, -1.92010], [0.79445, 7.08219, -1.92282], [0.35222, 3.76451, -3.06439], [0.26116, 2.40525, -3.02061], [0.53841, 1.69009, -1.82313], [0.33445, 0.01433, -1.78233], [0.03537, 4.46016, -4.28611], [-0.21008, 5.00698, -5.26573], [1.40839, 4.38379, 0.11143], [-0.04513, 1.85775, -3.90183]], "atomic_forces_ev_per_a": [[-0.4, -0.5, -0.1], [-0.1, -0.1, 0.0], [0.4, -0.2, 0.1], [0.0, 0.0, 0.0], [-0.1, 0.5, 0.1], [0.2, -0.1, -0.1], [0.0, -0.3, 0.1], [0.1, 0.0, 0.0], [0.1, 0.0, 0.0], [-0.2, 0.1, 0.0], [0.0, 0.0, 0.0], [0.0, 0.0, 0.0], [-0.1, 0.1, 0.0], [0.7, 0.1, -0.2], [-0.2, 0.2, -0.1], [0.0, 0.2, 0.0], [-0.1, -0.1, 0.0], [0.0, 0.0, -0.1], [0.1, 0.0, 0.0], [0.0, -0.1, 0.1], [0.1, 0.0, 0.0], [-0.1, 0.0, 0.0], [0.0, 0.0, 0.0], [0.0, 0.0, 0.0], [0.0, 0.0, 0.0], [0.0, 0.0, 0.0], [0.0, 0.0, 0.0], [0.0, 0.0, 0.0], [0.0, 0.0, 0.0], [0.0, 0.0, 0.0], [0.0, 0.0, 0.0], [0.0, 0.0, 0.0], [-0.2, -0.4, 0.0], [-0.1, 0.4, -0.2], [0.0, -0.2, 0.1], [-0.1, 0.2, -0.1], [0.0, -0.2, -0.1], [0.0, 0.0, 0.0], [0.0, 0.3, -0.1], [0.0, -0.2, 0.1], [-0.1, 0.3, -0.2], [-0.1, -0.2, 0.4], [0.1, 0.0, 0.2], [0.0, 0.0, 0.0], [0.0, 0.0, 0.0], [0.0, 0.0, 0.0]]}



Entry 4:
{"formula": "C29H65N8O5P3", "method": "ωB97M-V/def2-TZVPD", "gap_ev": 5.97, "smiles": "C#CC[C@H]1NC(=O)[C@H](CCOC(=O)CC)[C@]1(NCCC)P(C)C.CN(C)P(=O)(N(C)C)N(C)C.CN(C)P(=O)(N(C)C)N(C)C", "symbols": ["C", "C", "C", "C", "N", "C", "O", "C", "C", "C", "O", "C", "O", "C", "C", "C", "N", "C", "C", "C", "P", "C", "C", "H", "H", "H", "H", "H", "H", "H", "H", "H", "H", "H", "H", "H", "H", "H", "H", "H", "H", "H", "H", "H", "H", "H", "H", "H", "H", "H", "H", "H", "O", "P", "N", "C", "C", "N", "C", "C", "N", "C", "C", "H", "H", "H", "H", "H", "H", "H", "H", "H", "H", "H", "H", "H", "H", "H", "H", "H", "H", "O", "P", "N", "C", "C", "N", "C", "C", "N", "C", "C", "H", "H", "H", "H", "H", "H", "H", "H", "H", "H", "H", "H", "H", "H", "H", "H", "H", "H"], "coordinates": [[2.01466, -5.71144, 8.58265], [2.22704, -4.48012, 8.14007], [2.45404, -3.14453, 7.28596], [2.36091, -3.32815, 5.68391], [2.23522, -4.71185, 5.09609], [1.46525, -4.71600, 3.79276], [0.92137, -5.72668, 3.24874], [1.50347, -3.14933, 3.40376], [2.76773, -2.52787, 2.62106], [3.53947, -3.54582, 1.62726], [3.14818, -3.38758, 0.23327], [2.04246, -4.21274, -0.13842], [1.71775, -5.33686, 0.35404], [1.12424, -3.68116, -1.38740], [2.16774, -3.61418, -2.66291], [1.12978, -2.56591, 4.89673], [-0.04874, -3.35542, 5.44639], [-1.31438, -3.05648, 4.69751], [-2.15617, -4.37809, 4.25919], [-2.36405, -4.25924, 2.63508], [1.14106, -0.69718, 5.19610], [-0.40385, 0.18113, 4.54249], [2.75596, 0.14656, 4.67627], [1.66467, -6.75178, 8.92208], [1.70605, -2.31098, 7.61617], [3.51241, -2.74009, 7.56351], [3.44505, -3.04417, 5.35356], [1.62587, -5.38170, 5.62635], [0.63472, -2.94951, 2.65640], [2.45490, -1.56209, 2.05641], [3.56934, -2.17466, 3.39525], [3.53800, -4.65288, 1.99709], [4.66513, -3.23326, 1.67514], [0.36453, -4.51375, -1.67681], [0.61652, -2.67400, -1.17229], [2.39683, -2.53065, -2.97048], [1.79191, -4.25542, -3.56137], [3.18074, -4.10807, -2.35376], [-0.17592, -3.14617, 6.44982], [-1.12967, -2.38560, 3.76814], [-1.99317, -2.42510, 5.41123], [-3.22072, -4.26807, 4.70806], [-1.66750, -5.37085, 4.57486], [-2.56417, -3.14695, 2.34071], [-1.38770, -4.58944, 2.10108], [-3.27827, -4.85843, 2.25834], [-1.25712, -0.04243, 5.30913], [-0.77858, -0.20716, 3.52688], [-0.28764, 1.33548, 4.55332], [2.70529, 1.27148, 4.97375], [3.63755, -0.39927, 5.19196], [2.83558, 0.11124, 3.52377], [-1.13538, 3.62717, 2.72788], [-1.47480, 3.84340, 1.23747], [-1.36517, 2.17476, 0.89682], [-0.71147, 1.49700, -0.20218], [-2.56579, 1.42753, 1.27009], [-0.00622, 4.71339, 0.96011], [1.27012, 4.01788, 0.82820], [0.19019, 5.81918, 1.91176], [-1.91121, 4.13298, -0.47015], [-0.98849, 4.43917, -1.55731], [-3.00754, 5.11486, -0.51563], [-1.28470, 1.55954, -1.13610], [-0.57686, 0.43283, 0.02572], [0.29640, 1.86021, -0.38329], [-3.35525, 1.55077, 0.51862], [-2.95851, 1.77403, 2.23014], [-2.35574, 0.35971, 1.38943], [1.42277, 3.27572, 1.62109], [2.11052, 4.71873, 0.84787], [1.35679, 3.53426, -0.14207], [0.58082, 5.47364, 2.87594], [-0.75232, 6.34241, 2.09915], [0.88918, 6.55615, 1.50493], [-0.50199, 5.41276, -1.44317], [-1.53125, 4.45783, -2.51004], [-0.22492, 3.67481, -1.68644], [-2.64982, 6.11761, -0.25429], [-3.79146, 4.83904, 0.19863], [-3.47665, 5.15147, -1.50363], [-0.87422, 2.95469, -4.42270], [-0.61886, 2.51314, -5.87941], [-2.19427, 2.95386, -6.36464], [-3.14454, 2.23267, -7.18375], [-2.34333, 4.38805, -6.61284], [-0.46663, 0.85308, -5.41966], [-1.64226, 0.04286, -5.11465], [0.50408, 0.64890, -4.33173], [-0.26553, 2.02742, -7.56223], [-0.43662, 0.69574, -8.13077], [1.08335, 2.50136, -7.91539], [-2.89851, 2.27769, -8.25233], [-4.15130, 2.64938, -7.06455], [-3.25071, 1.19189, -6.89083], [-1.94104, 4.66045, -7.59619], [-1.81027, 4.97241, -5.85766], [-3.39133, 4.69940, -6.56182], [-2.33401, 0.55400, -4.43463], [-1.36148, -0.91377, -4.66315], [-2.17045, -0.24212, -6.02154], [0.07993, 0.87924, -3.34723], [1.38581, 1.28111, -4.47402], [0.85338, -0.38803, -4.31849], [0.24532, -0.04345, -7.69995], [-0.24185, 0.72712, -9.21002], [-1.45779, 0.33019, -8.04096], [1.85415, 1.91711, -7.39947], [1.20320, 3.55073, -7.62384], [1.26079, 2.44921, -8.99397]], "atomic_forces_ev_per_a": [[0.6, 6.6, -2.6], [-1.4, -6.3, 1.1], [-0.1, -0.6, 1.3], [1.2, -0.2, -0.9], [-2.5, -1.5, -1.1], [0.5, -0.9, 0.0], [2.4, 4.6, 2.6], [-2.4, -0.2, -1.3], [0.8, -0.1, 0.9], [1.7, 0.2, 1.4], [-2.4, -1.8, 0.4], [-2.4, -2.9, 0.2], [2.2, 4.9, -1.4], [1.7, -0.7, -0.6], [0.5, -0.3, 0.1], [2.1, -1.6, -0.6], [0.0, 2.0, -1.4], [-1.4, 0.3, 0.7], [-0.7, 1.3, -1.2], [0.2, 0.0, 0.2], [-0.4, 0.5, 2.3], [-1.2, 0.0, -0.3], [-0.1, 0.2, -1.5], [0.9, 2.4, -0.6], [1.2, -1.6, -0.5], [-2.0, -0.8, -0.6], [-2.2, 0.2, 0.2], [1.3, 0.9, 0.2], [1.1, -0.5, 1.4], [0.4, -1.8, 0.8], [-1.4, -0.7, -1.4], [-0.5, 2.0, -0.8], [-2.1, -0.5, -0.4], [1.3, 1.6, 1.2], [0.9, -1.6, -0.3], [-0.4, -1.7, 0.3], [0.5, 1.4, 1.6], [-1.8, 1.0, -0.6], [0.2, 0.0, -0.8], [-0.1, -1.3, 1.7], [1.0, -1.0, -1.4], [1.9, -0.4, -0.5], [-0.7, 1.7, -0.5], [0.3, -1.9, 0.6], [-1.7, 0.4, 0.8], [1.7, 0.8, 0.6], [1.7, 0.3, -1.3], [0.6, 1.0, 1.3], [0.0, -2.0, -0.2], [0.0, -2.2, -0.3], [-1.5, 1.0, -0.9], [0.4, 0.2, 1.9], [-4.0, 1.7, 0.4], [7.3, -3.4, -0.9], [0.0, -2.0, 0.5], [-0.1, 0.4, -0.6], [0.0, 0.4, 0.4], [1.5, 1.2, -0.3], [-0.1, -0.4, -0.1], [-0.3, 0.0, 0.0], [-3.7, 1.7, 0.1], [0.8, 0.3, 0.2], [-0.3, -0.2, -0.2], [0.0, 0.0, -0.2], [-0.3, 0.1, 0.3], [-0.1, 0.2, 0.0], [-0.1, -0.2, -0.1], [0.1, 0.1, 0.0], [0.1, 0.1, -0.1], [0.1, -0.1, 0.0], [-0.3, 0.2, 0.2], [-0.1, -0.2, 0.0], [-0.1, 0.0, 0.0], [0.0, -0.1, 0.0], [0.0, -0.2, -0.2], [0.1, 0.0, 0.1], [-0.3, -0.2, 0.3], [0.0, 0.0, 0.2], [-0.1, 0.1, -0.1], [0.0, 0.0, 0.1], [0.2, 0.0, 0.0], [3.3, 2.7, -1.0], [-6.3, -5.0, 1.7], [-1.6, 1.0, 0.2], [0.3, -0.3, -0.5], [0.4, 0.1, 0.4], [0.5, -1.8, 0.5], [-0.3, 0.2, -0.2], [0.2, 0.3, -0.1], [3.1, 2.4, -1.3], [-0.1, -0.6, 0.6], [0.0, 0.3, -0.3], [0.0, -0.1, -0.1], [0.3, 0.3, 0.1], [0.2, 0.0, 0.0], [-0.1, 0.1, -0.2], [0.0, -0.1, 0.0], [0.1, -0.2, -0.1], [-0.1, -0.1, 0.0], [0.3, 0.2, 0.1], [-0.1, 0.1, -0.1], [0.1, 0.1, 0.0], [-0.1, 0.0, 0.1], [-0.1, 0.0, -0.2], [-0.1, 0.0, 0.0], [0.1, 0.5, 0.1], [0.0, 0.1, 0.3], [0.2, 0.0, -0.1], [0.0, 0.0, 0.1], [-0.1, -0.1, 0.1]]}